Record 1
This record from OMol25 describes a molecular structure, C39H40AuBrO4Sb2Se2. The level of theory is wB97M-V/def2-TZVPD.

Output
HOMO level (spin up / spin down) in eV: -7.881 / -7.881
ΔE to the lowest compared entry with this formula, charge and spin in kJ/mol: 28.64
Charge: 0
F_max in Eh/bohr: 0.0159
2S+1: 1

```
89
C39H40AuBrO4Sb2Se2, DFT wB97M-V/def2-TZVPD
Au 1.122 2.069 0.901
Sb 0.125 0.680 -1.931
Sb -1.700 -1.789 0.518
Br -6.199 6.438 2.468
Se 0.497 0.825 2.866
Se 3.278 1.171 1.085
O 4.014 2.350 5.769
O 2.543 -1.410 4.786
O -0.569 3.161 0.447
O -2.089 1.634 -0.160
C -2.826 -1.532 -1.318
C -5.175 4.052 1.310
C -2.976 -5.055 3.130
C 1.650 -1.227 -3.919
C 1.770 -0.202 -2.988
C -2.696 -3.557 1.246
C 3.049 0.248 -2.662
C -3.996 -5.585 1.024
C -1.223 4.467 -3.681
C 1.220 -2.656 0.195
C 4.178 -0.296 -3.258
C 2.138 -4.493 -1.047
C 1.039 2.886 -3.954
C -0.065 -2.968 -0.237
C -1.487 -0.203 -3.068
C -1.784 2.707 0.346
C -2.522 4.885 1.380
C 0.859 -4.828 -1.475
C 3.237 -0.729 3.747
C 0.027 2.483 -3.089
C -3.744 -5.908 2.350
C 2.317 -3.410 -0.202
C -3.517 5.725 1.856
C 3.904 1.556 2.899
C 4.008 1.002 5.328
C 4.041 -1.320 -4.186
C -0.233 -4.076 -1.066
C -3.475 -4.419 0.479
C -2.463 -3.888 2.579
C -4.172 3.225 0.833
C -2.844 3.634 0.868
C 3.220 0.773 4.025
C -1.105 3.287 -2.960
C 1.802 1.306 4.222
C -0.205 4.863 -4.538
C 2.776 -1.786 -4.512
C -2.102 -1.539 -2.666
C -4.833 5.297 1.816
C 0.925 4.070 -4.672
H -3.685 -4.192 -0.560
H 5.030 0.626 5.198
H -3.598 -2.304 -1.299
H -1.101 -0.234 -4.088
H 4.971 1.319 2.860
H -2.259 0.571 -3.046
H -0.294 5.784 -5.099
H 3.798 2.627 3.066
H -2.782 -5.295 4.168
H -2.853 -1.770 -3.431
H 3.309 -3.136 0.136
H 1.806 2.385 4.352
H 0.711 -5.680 -2.129
H 4.280 -1.071 3.717
H 1.721 4.369 -5.343
H 1.978 -2.078 4.390
H 3.176 1.042 -1.931
H -4.148 -6.818 2.775
H -1.487 5.196 1.400
H -3.276 6.701 2.253
H 4.917 -1.754 -4.651
H 3.539 0.424 6.124
H -1.226 -4.369 -1.390
H -6.210 3.739 1.291
H 1.374 -1.799 0.840
H 0.673 -1.612 -4.187
H 2.663 -2.589 -5.230
H 2.989 -5.077 -1.373
H -1.908 2.995 -2.292
H 2.791 -0.944 2.776
H -4.599 -6.244 0.412
H 1.363 0.868 5.123
H 5.161 0.076 -2.997
H -1.364 -2.342 -2.723
H 1.925 2.275 -4.082
H -2.110 5.078 -3.570
H -1.879 -3.221 3.206
H -4.405 2.249 0.429
H -3.339 -0.575 -1.191
H 4.612 2.863 5.217
```



Record 2
This record from OMol25 describes a molecular structure, C39H40CoN2P2Si. The level of theory is wB97M-V/def2-TZVPD.

Output
HOMO level (spin up / spin down) in eV: -14.289 / -15.814
Charge: +3
F_max in Eh/bohr: 0.0065
2S+1: 5

```
85
C39H40CoN2P2Si, DFT wB97M-V/def2-TZVPD
Co 0.493 -0.374 -0.073
P -0.514 -2.012 1.579
P -0.144 1.722 -1.052
Si 0.760 0.985 2.133
N 5.569 -0.879 -1.433
N 2.230 -0.855 -1.191
C 0.608 0.867 -3.579
C -3.342 -0.274 3.948
C -0.740 -2.460 -1.157
C -4.440 2.835 -2.135
C -2.636 -1.302 -0.207
C -2.947 1.056 3.928
C 0.863 5.361 0.453
C -1.405 -4.663 1.504
C 0.840 2.699 1.366
C -2.835 1.924 -0.599
C -0.938 -6.231 3.265
C -1.771 1.425 3.291
C -3.441 3.035 -3.076
C -0.220 -5.259 3.954
C 0.935 1.703 -2.507
C -1.391 -1.917 -0.034
C -1.321 -2.385 -2.417
C 0.439 3.020 0.062
C 2.184 2.328 -2.482
C 4.521 -1.962 -1.263
C -2.131 2.685 -2.783
C -0.685 -3.689 2.194
C 1.298 5.057 1.735
C -2.581 -1.231 3.291
C -1.827 2.119 -1.546
C 2.028 0.717 3.480
C 1.502 0.687 -4.623
C 3.079 2.136 -3.529
C 2.740 1.318 -4.599
C -4.137 2.287 -0.894
C 1.290 3.743 2.179
C 0.435 4.338 -0.382
C -0.085 -3.991 3.419
C 3.310 -1.524 -0.441
C -1.527 -5.934 2.043
C -3.206 -1.225 -1.467
C -2.552 -1.760 -2.569
C -1.413 -0.856 2.638
C -0.967 0.473 2.658
H -5.459 3.118 -2.365
H 1.923 -1.433 -1.973
H 0.183 -3.021 -1.025
H -3.013 -1.706 -3.547
H 1.227 0.067 -5.466
H -2.090 -6.690 1.515
H 5.855 -0.477 -0.536
H 0.855 6.385 0.105
H 4.246 -2.270 -2.272
H -4.917 2.149 -0.158
H -3.547 1.804 4.429
H 2.141 -0.342 3.714
H 1.625 3.541 3.190
H -4.246 -0.564 4.466
H 5.029 -2.795 -0.780
H 2.530 0.026 -1.616
H 2.894 -2.422 0.018
H -1.467 2.466 3.314
H -2.599 1.506 0.375
H 3.425 1.194 -5.427
H 2.449 2.989 -1.666
H -4.170 -0.750 -1.592
H 0.232 -5.493 4.908
H 1.633 5.847 2.393
H -2.902 -2.267 3.280
H 0.471 -3.239 3.967
H 6.412 -1.268 -1.869
H 1.687 1.201 4.400
H 3.003 1.132 3.229
H -1.356 2.863 -3.518
H 0.094 4.575 -1.384
H -0.833 -2.842 -3.268
H -1.042 -7.221 3.687
H -1.887 -4.439 0.561
H 5.252 -0.113 -2.033
H -3.153 -0.883 0.646
H 3.598 -0.875 0.390
H -3.680 3.474 -4.035
H -0.355 0.369 -3.610
H 4.024 2.665 -3.528
```



Record 3
This record from OMol25 describes a molecular structure, C39H40N6O5PS3Y at a distorted geometry. The level of theory is wB97M-V/def2-TZVPD.

Output
HOMO level in eV: -4.460
ΔE to the lowest compared entry with this formula, charge and spin in kJ/mol: 250.00
Charge: 0
F_max in Eh/bohr: 0.0266
2S+1: 1

```
95
C39H40N6O5PS3Y, DFT wB97M-V/def2-TZVPD
Y -0.300 -0.197 0.342
S -0.987 -1.659 -2.425
S 6.803 -3.207 2.878
S -1.905 1.487 2.177
P -3.331 -0.260 -0.266
O -1.107 1.910 0.991
O -0.477 1.512 -1.729
O -1.739 0.014 2.227
O -1.631 2.200 3.379
O 1.850 0.005 -1.320
N 5.951 -1.862 3.181
N -1.991 -4.124 -2.906
N -0.834 -3.269 -4.560
N 5.784 -3.934 1.849
N 1.269 -2.878 0.328
N 1.585 -0.239 1.586
C -1.277 -3.052 -3.298
C -4.307 -1.083 -2.785
C -5.403 -2.185 -0.024
C -5.959 -3.354 0.473
C -6.277 2.211 1.270
C -4.118 -1.793 0.353
C -4.232 1.026 0.733
C 1.324 -3.854 -0.625
C -0.070 -2.478 0.843
C -3.965 -3.753 1.753
C -2.476 -4.375 -1.565
C 1.812 0.942 2.245
C -4.076 -0.012 -1.923
C -4.924 0.422 -4.560
C -4.283 2.695 2.510
C -1.977 -5.180 -3.910
C 4.845 -1.933 2.465
C -5.235 -4.144 1.359
C 3.594 -4.356 -0.088
C -4.271 1.279 -2.410
C -4.689 1.497 -3.716
C -5.627 2.927 2.260
C -5.583 1.271 0.521
C 0.583 1.494 -2.693
C -1.258 2.703 -1.798
C 2.474 -2.429 0.975
C 3.596 -3.375 0.826
C -1.428 -4.462 -5.151
C 3.951 0.278 3.015
C 4.751 -3.130 1.699
C 2.918 1.275 2.945
C -3.600 1.752 1.752
C 2.425 -4.568 -0.924
C 2.591 -1.240 1.621
C 1.863 1.282 -1.939
C -4.736 -0.870 -4.086
C 3.801 -0.906 2.400
C -3.409 -2.581 1.256
C 2.444 -1.008 -2.141
H 3.402 -0.638 -2.514
H -0.613 3.580 -1.693
H -5.666 -5.058 1.747
H -5.974 -1.581 -0.718
H 1.006 1.669 2.185
H -0.787 -3.197 0.446
H 2.393 -5.320 -1.698
H -1.336 -6.004 -3.586
H -3.528 -4.666 -1.599
H 0.378 -4.032 -1.122
H 4.461 -4.999 -0.175
H 4.863 0.460 3.572
H -2.983 -5.570 -4.067
H -7.330 2.375 1.080
H -1.964 2.691 -0.975
H -0.083 -2.643 1.933
H -0.544 -2.471 -5.097
H 1.787 -1.275 -2.971
H 0.391 0.684 -3.400
H -6.110 0.723 -0.251
H 2.609 -1.877 -1.515
H -3.396 -4.355 2.449
H -4.156 -2.097 -2.442
H -2.378 -3.467 -0.979
H -6.166 3.658 2.848
H 2.734 1.382 -2.596
H -1.789 2.744 -2.753
H -2.422 -2.289 1.584
H -4.925 -1.718 -4.732
H 2.995 2.231 3.437
H -4.104 2.134 -1.768
H -2.223 -4.204 -5.854
H -4.837 2.510 -4.069
H -5.258 0.588 -5.576
H -3.759 3.220 3.295
H 1.955 2.026 -1.143
H -6.958 -3.644 0.172
H -0.680 -5.058 -5.669
H 0.609 2.442 -3.236
H -1.900 -5.171 -1.088
```



Record 4
This record from OMol25 describes a molecular structure, C39H41B2N9S2SbScSe. The level of theory is wB97M-V/def2-TZVPD.

Output
HOMO level in eV: -1.073
ΔE to the lowest compared entry with this formula, charge and spin in kJ/mol: 131.18
Charge: -2
F_max in Eh/bohr: 0.0076
2S+1: 1

```
96
C39H41B2N9S2SbScSe, DFT wB97M-V/def2-TZVPD
Sb -0.960 -0.011 -2.858
Se 1.283 -3.039 3.142
Sc 1.095 0.556 1.068
S 1.118 -1.293 -0.525
S 2.569 -0.332 -3.495
N -0.649 1.811 0.455
N 0.091 -2.439 7.696
N -1.839 1.471 0.980
N 2.879 2.535 2.694
N 1.599 2.577 2.300
N 3.736 1.877 0.464
N 2.567 1.683 -0.183
N 0.212 0.280 3.096
N -1.132 0.339 3.136
C 3.116 3.490 3.601
C -0.258 -3.000 -3.441
C -2.451 -1.957 -0.869
C -0.793 -2.776 6.751
C -1.535 0.542 4.394
C -4.653 -1.692 0.062
C -0.921 -1.791 -5.388
C 4.554 2.610 -0.304
C -0.271 -4.097 -5.583
C -0.490 -2.981 5.422
C 2.662 2.267 -1.370
C -0.714 -1.815 -4.013
C 3.734 -1.878 0.199
C -2.338 2.133 -4.618
C -2.451 0.792 -4.269
C 2.878 -1.283 -0.892
C 1.349 -2.314 7.261
C 3.404 -0.898 -2.077
C -4.802 -0.519 -0.663
C -0.047 -4.131 -4.214
C 1.756 -2.503 5.956
C 3.915 2.879 -1.497
C -4.324 2.021 -5.967
C -2.118 3.420 -0.025
C 0.830 -2.846 4.956
C -4.457 0.679 -5.629
C -3.530 0.078 -4.791
C -2.592 -0.795 -1.623
C -0.799 2.991 -0.147
C -0.701 -2.918 -6.169
C 1.938 4.186 3.813
C -2.738 2.413 0.704
C 1.014 3.565 2.965
C -0.421 0.610 5.212
C 4.909 -1.021 -2.228
C -3.781 -0.080 -1.495
C 0.652 0.439 4.341
C -3.261 2.749 -5.459
C -3.470 -2.408 -0.042
B -1.925 0.147 1.817
B 3.771 1.496 1.956
H 3.176 -2.013 1.125
H 1.709 0.391 4.549
H -0.390 0.701 6.283
H -1.512 2.719 -4.225
H 0.318 -5.035 -3.742
H 4.312 3.379 -2.362
H 4.098 3.605 4.027
H -3.758 2.292 1.026
H -0.012 -3.036 -2.390
H -0.036 3.765 2.818
H 1.771 5.010 4.485
H 5.542 2.860 0.046
H 2.086 -2.041 8.013
H -0.861 -2.868 -7.241
H -5.444 -2.035 0.719
H 4.121 -2.864 -0.085
H -5.715 0.061 -0.581
H 4.884 1.491 2.405
H -5.046 2.493 -6.624
H 5.212 -2.073 -2.271
H 0.041 3.451 -0.642
H 5.223 -0.537 -3.150
H 3.211 0.398 2.067
H -1.276 -3.231 4.719
H -0.093 -4.979 -6.189
H -1.522 -2.510 -0.886
H -1.249 -0.879 -5.874
H -3.319 -3.304 0.548
H -3.650 -0.968 -4.531
H -2.587 0.582 4.621
H 2.798 -2.373 5.690
H 5.446 -0.567 -1.388
H -1.333 -0.692 1.184
H -1.825 -2.880 7.083
H -2.563 4.313 -0.427
H -3.078 -0.095 2.049
H -3.923 0.840 -2.054
H 1.871 2.156 -2.093
H -3.147 3.797 -5.714
H 4.602 -1.247 0.423
H -5.288 0.102 -6.017
```



Record 5
This record from OMol25 describes a molecular structure, C39H41BFN7SiTl. The level of theory is wB97M-V/def2-TZVPD.

Output
HOMO level in eV: -10.650
ΔE to the lowest compared entry with this formula, charge and spin in kJ/mol: 6.68
Charge: +1
F_max in Eh/bohr: 0.0073
2S+1: 1

```
91
C39H41BFN7SiTl, DFT wB97M-V/def2-TZVPD
Tl 0.115 0.001 0.013
Si -3.137 0.496 -0.179
F 0.180 -2.566 -0.266
N -1.751 -0.518 -0.655
N 1.431 2.717 0.595
N 0.502 0.094 2.241
N 1.367 1.094 2.583
N 2.985 0.725 0.667
N 2.315 -0.148 -0.140
N 0.658 2.171 -0.381
C 2.261 4.957 1.327
C -0.735 -2.493 4.572
C -1.665 -2.024 2.416
C -3.270 -3.520 -2.251
C -2.495 1.936 0.819
C 5.342 1.326 1.234
C -3.084 -2.224 -1.798
C -4.050 1.104 -1.684
C -2.460 -3.156 2.506
C 1.468 4.053 0.442
C -0.406 1.756 -3.136
C -1.436 3.902 -2.850
C -1.918 -1.834 -1.124
C -2.295 -4.490 -2.060
C 3.209 -0.878 -0.808
C -4.281 -0.477 0.917
C -0.558 2.922 -2.391
C 4.488 -0.487 -0.410
C 2.362 2.124 4.633
C -2.156 3.710 -4.020
C -0.789 -1.680 3.440
C 2.831 -1.889 -1.814
C -1.126 -4.144 -1.400
C 0.694 0.151 4.456
C 2.177 -3.807 -3.736
C 1.687 -1.754 -2.595
C 3.329 -3.946 -2.974
C 0.700 4.373 -0.664
C -0.978 -2.852 -0.957
C 3.655 -2.993 -2.021
C 0.232 3.159 -1.171
C 1.354 -2.705 -3.546
C 1.490 1.142 3.921
C 0.094 -0.498 3.374
C -1.122 1.562 -4.307
C -1.537 -3.618 4.672
C -2.004 2.538 -4.749
C 4.308 0.528 0.513
C -2.401 -3.956 3.638
B 2.259 1.802 1.532
H -0.980 0.655 -4.881
H -3.026 -4.835 3.716
H -2.442 -5.501 -2.415
H 2.180 2.053 5.703
H 6.330 0.985 0.934
H 1.926 -4.549 -4.483
H -3.128 -3.407 1.692
H -1.564 4.816 -2.284
H 2.157 3.146 4.315
H 5.253 1.212 2.315
H 1.052 -0.880 -2.491
H 0.333 1.020 -2.842
H 3.323 4.713 1.292
H -4.187 -3.768 -2.769
H 5.260 2.387 1.001
H -0.043 -2.262 5.372
H 3.067 2.463 2.107
H 0.461 -2.580 -4.145
H -3.856 -1.485 -1.980
H 0.549 5.358 -1.074
H -5.252 0.025 0.960
H -4.453 -1.493 0.555
H -2.147 2.760 0.194
H -0.332 -4.856 -1.216
H -5.020 0.609 -1.781
H -2.564 2.391 -5.664
H -4.238 2.178 -1.606
H -3.894 -0.546 1.936
H -1.763 -1.390 1.548
H -2.832 4.480 -4.365
H -1.704 1.679 1.533
H -3.483 0.934 -2.599
H 1.935 4.888 2.364
H -3.334 2.306 1.416
H -1.483 -4.236 5.558
H 4.544 -3.120 -1.416
H 3.975 -4.802 -3.118
H 0.560 -0.064 5.503
H 5.429 -0.876 -0.762
H 2.136 5.986 0.996
H 3.418 1.924 4.452
```